No. 1
Molecular formula: C12H26BBrF4O7P
Method: DFT, ωB97M-V/def2-TZVPD

Structure (XYZ):
```
52
Properties=species:S:1:pos:R:3:mulliken_charge:R:1
O 2.061 -4.688 -3.056 -0.6644
P 1.370 -3.601 -4.021 1.0075
O 0.693 -4.495 -5.360 -0.4388
O 2.592 -2.526 -4.734 -0.5728
C 0.034 -2.602 -3.018 -0.2158
C 0.510 -2.330 -1.442 0.7114
F 0.468 -3.649 -0.735 -0.3037
F -0.401 -1.428 -0.699 -0.2393
C 2.019 -1.614 -1.362 0.3896
F 1.858 -0.306 -0.622 -0.2416
F 2.996 -2.434 -0.576 -0.2780
O -1.258 -3.364 -3.058 -0.6552
B -2.404 -2.438 -3.243 1.2009
O -1.811 -1.058 -3.309 -0.7230
C -0.458 -1.309 -3.906 -0.3276
Br -0.984 -1.613 -5.846 -0.1632
H 1.428 -4.571 -6.065 0.3388
H 2.218 -1.584 -4.713 0.3518
H 2.409 -1.322 -2.427 0.0700
H -2.953 -2.395 -2.179 -0.3429
H -3.256 -2.714 -4.008 -0.2742
H 0.267 -0.391 -4.027 0.4043
C 0.017 0.914 4.441 -0.8970
C -0.039 -0.588 4.667 -0.3790
O -0.847 -1.275 3.715 -0.4941
C -0.453 -1.164 2.350 0.1816
C 0.945 -1.694 2.079 -0.5038
H -0.992 1.343 4.461 0.2461
H 0.620 1.395 5.218 0.4438
H 0.458 1.165 3.474 0.1778
H -0.481 -0.778 5.650 0.3544
H 0.966 -1.021 4.693 0.2863
H -0.555 -0.128 2.011 -0.1293
H -1.172 -1.751 1.766 0.2582
H 1.707 -1.140 2.631 0.3273
H 1.181 -1.619 1.013 -0.1599
H 1.021 -2.744 2.382 0.2739
C -0.101 5.259 2.544 -1.0390
C -1.417 4.934 1.856 -0.2575
O -1.311 4.860 0.436 -0.4310
C -0.418 3.877 -0.083 -0.5458
C -0.779 2.458 0.322 -0.1961
H 0.302 6.208 2.171 0.3109
H -0.246 5.338 3.627 0.3775
H 0.654 4.491 2.365 0.2431
H -2.134 5.731 2.076 0.3403
H -1.852 4.011 2.251 0.2577
H 0.612 4.119 0.197 0.3079
H -0.466 3.955 -1.176 0.3529
H -0.740 2.319 1.404 -0.2114
H -0.085 1.744 -0.133 0.2015
H -1.796 2.214 -0.004 0.2692
```

## Properties
- Kohn-Sham gap (eV) = 7.15
- DFT total energy (hartree) = -4339.1722
- largest force on an atom (hartree/bohr) = 0.1233
- total charge = -1
- 2S+1 = 1
- energy above the lowest of the compared OMol25 structures with the same formula, charge and spin (eV) = 5.4847
- LUMO (eV) = 2.3



No. 2
Molecular formula: C4H8F2S
Method: DFT, ωB97M-V/def2-TZVPD

Structure (XYZ):
```
15
Properties=species:S:1:pos:R:3:mulliken_charge:R:1
C -0.393 -1.456 -0.285 -0.8621
C -1.005 -0.183 -0.781 -0.4333
C 2.340 1.463 0.888 -0.3037
C -1.510 0.798 0.225 0.5104
F -2.220 1.757 -0.360 -0.2503
F -2.135 0.057 1.284 -0.3028
S 3.186 0.082 0.458 -0.0844
H -0.914 -1.780 0.664 0.2772
H 0.626 -1.432 0.164 0.1413
H -0.330 -2.204 -1.160 0.2709
H -0.363 0.313 -1.421 0.3603
H -1.829 -0.459 -1.497 0.2959
H 1.883 1.466 1.990 0.1916
H -0.693 1.228 0.731 0.0132
H 3.356 0.350 -0.901 0.1758
```

## Properties
- Kohn-Sham gap (eV) = 8.42
- DFT total energy (hartree) = -754.9820
- largest force on an atom (hartree/bohr) = 0.0527
- 2S+1 = 1
- energy above the lowest of the compared OMol25 structures with the same formula, charge and spin (eV) = 3.7585
- LUMO (eV) = -0.5



No. 3
Molecular formula: C23H25BrCeN3O5S
Method: DFT, ωB97M-V/def2-TZVPD

Structure (XYZ):
```
59
Properties=species:S:1:pos:R:3:mulliken_charge:R:1
Ce -0.810 0.568 1.012 0.9507
Br -0.694 2.038 -2.132 -0.0989
C -1.043 0.173 -2.375 0.6241
C -1.176 -0.467 -3.580 -0.6722
C -1.419 -1.841 -3.539 -0.2564
C -1.543 -2.492 -2.318 -0.8577
C -1.407 -1.750 -1.164 0.7483
N -1.154 -0.426 -1.191 0.0650
C -1.641 -2.277 0.248 0.2216
O -2.413 -3.176 0.420 -0.5130
O -1.015 -1.571 1.162 -0.3708
H -1.108 0.067 -4.518 0.4858
H -1.520 -2.397 -4.463 0.4852
H -1.749 -3.551 -2.240 0.5288
N -2.786 -2.737 5.255 -0.3632
C -2.229 -1.784 4.510 0.3118
O -1.107 -1.326 4.682 -0.5436
C -3.040 -1.214 3.365 0.2193
C -4.019 -1.883 2.637 -0.3230
C -4.534 -1.278 1.495 -0.7850
C -4.015 -0.063 1.083 -0.3619
N -3.093 0.611 1.795 -0.2524
C -2.651 0.046 2.928 -0.2813
H -2.252 -3.141 6.009 0.2821
H -3.741 -3.035 5.146 0.1902
H -4.361 -2.867 2.928 0.4355
H -5.300 -1.761 0.904 0.4643
H -4.367 0.422 0.180 0.5417
H -1.964 0.626 3.551 1.0448
C 6.779 -1.354 4.690 -1.4330
C 5.388 -1.026 4.246 0.8901
C 5.154 -0.114 3.213 -0.8895
C 3.867 0.185 2.807 -0.4781
C 2.809 -0.438 3.452 0.1880
C 3.000 -1.369 4.468 -0.5248
C 4.294 -1.639 4.866 -0.6848
S 1.136 -0.072 2.991 1.0274
C 0.871 1.365 4.069 -0.8653
O 1.212 0.611 1.590 -0.4655
H 7.525 -0.873 4.063 0.3621
H 6.944 -2.432 4.662 0.3793
H 6.933 -1.032 5.721 0.3532
H 5.991 0.366 2.724 0.3610
H 3.684 0.891 2.006 0.4657
H 2.158 -1.859 4.944 0.5028
H 4.468 -2.346 5.667 0.4431
H 1.754 1.998 4.009 0.5142
H 0.726 0.989 5.081 0.4389
H -0.015 1.908 3.727 0.1693
C -0.365 4.833 0.404 -1.2634
C -1.324 4.046 1.217 0.9418
C -2.442 4.758 1.875 -1.2146
O -1.190 2.810 1.356 -0.3687
H -0.059 5.734 0.936 0.4123
H -0.870 5.174 -0.507 0.3858
H 0.508 4.246 0.120 0.3227
H -2.031 5.423 2.642 0.3865
H -3.151 4.074 2.337 0.3097
H -2.957 5.405 1.162 0.4136
```

## Properties
- Kohn-Sham gap (eV) = 5.07
- DFT total energy (hartree) = -4878.3704
- largest force on an atom (hartree/bohr) = 0.0522
- total charge = +3
- 2S+1 = 1
- LUMO (eV) = -11.6



No. 4
Molecular formula: C4H11NO
Method: DFT, ωB97M-V/def2-TZVPD

Structure (XYZ):
```
17
Properties=species:S:1:pos:R:3:mulliken_charge:R:1
C -0.865 2.259 1.522 0.0628
C -1.627 1.199 1.257 -0.7267
N -0.157 3.138 0.641 -0.5857
H -1.048 2.826 2.436 0.3339
H -2.521 0.954 1.811 0.2545
H -1.496 0.672 0.306 0.1274
H -0.181 2.551 -0.196 0.2529
H -0.656 3.989 0.433 0.2665
H 0.780 -1.379 -2.480 0.2974
C 0.674 -2.607 -0.937 -0.3010
O 1.115 -2.241 -2.225 -0.5174
C 0.802 -1.475 0.120 -0.6402
H 1.142 -3.516 -0.544 0.2964
H -0.337 -3.031 -1.023 0.2799
H 0.422 -1.892 1.049 0.3300
H 0.321 -0.562 -0.245 -0.0431
H 1.811 -1.037 0.108 0.3123
```

## Properties
- SMILES = C=CN.CCO
- Kohn-Sham gap (eV) = 9.64
- DFT total energy (hartree) = -288.9156
- largest force on an atom (hartree/bohr) = 0.0691
- 2S+1 = 1
- energy above the lowest of the compared OMol25 structures with the same formula, charge and spin (eV) = 2.7605
- LUMO (eV) = 0.8



No. 5
Molecular formula: C32H33N6O3SSeW
Method: DFT, ωB97M-V/def2-TZVPD

Structure (XYZ):
```
77
Properties=species:S:1:pos:R:3:mulliken_charge:R:1
W -0.515 0.248 -1.076 0.9775
C -2.111 1.035 -3.977 -1.4829
N -0.989 1.532 -3.183 -0.1902
C -1.220 2.825 -2.514 -0.6360
C -0.795 2.765 -1.054 0.1451
N -1.552 2.053 -0.208 -0.2819
C -1.233 2.541 1.066 0.1255
C -1.675 2.119 2.314 -0.4312
C -1.171 2.784 3.415 -0.7460
C -0.258 3.837 3.280 -0.5968
C 0.178 4.271 2.043 -0.8243
C -0.335 3.601 0.942 0.4440
N -0.120 3.752 -0.422 -0.0725
C -2.986 0.218 -3.086 0.4796
N -2.780 0.099 -1.793 0.1061
C -3.782 -0.752 -1.328 0.0812
C -4.066 -1.200 -0.042 -0.2107
C -5.125 -2.071 0.108 -0.7906
C -5.895 -2.486 -0.989 -0.5850
C -5.646 -2.022 -2.265 -1.1013
C -4.584 -1.139 -2.403 0.5589
N -4.050 -0.489 -3.504 -0.0081
H -1.734 0.405 -4.784 0.5100
H -2.687 1.849 -4.430 0.4878
H -0.128 1.573 -3.712 0.3750
H -2.287 3.049 -2.507 0.2473
H -0.691 3.670 -2.958 0.4342
H -2.388 1.312 2.410 0.5259
H -1.490 2.494 4.407 0.4479
H 0.111 4.324 4.172 0.4203
H 0.879 5.088 1.941 0.4958
H 0.642 4.272 -0.828 0.3386
H -3.477 -0.876 0.804 0.4134
H -5.372 -2.445 1.092 0.4290
H -6.708 -3.181 -0.828 0.4071
H -6.255 -2.322 -3.106 0.4542
H -4.346 -0.591 -4.461 0.2540
C 0.529 -3.677 -0.998 -1.6763
C -0.956 -3.385 -1.180 1.9961
C -1.785 -4.651 -1.283 -1.8099
O -1.433 -2.552 -0.115 -0.3083
C -1.146 -2.504 -2.422 -0.2663
O -1.700 -2.888 -3.422 -0.6315
O -0.634 -1.288 -2.350 -0.5002
H 0.677 -4.254 -0.082 0.4746
H 1.104 -2.752 -0.935 0.2521
H 0.911 -4.268 -1.831 0.4167
H -1.563 -5.309 -0.441 0.4429
H -1.565 -5.180 -2.208 0.3651
H -2.846 -4.403 -1.277 0.2999
H -1.250 -2.991 0.726 0.2725
N -0.043 -0.170 0.506 0.6234
S 2.417 1.190 1.790 0.2467
C 2.852 -0.328 2.610 -0.4538
C 3.412 -0.316 3.882 -0.3479
C 3.711 -1.510 4.518 -0.6362
C 3.443 -2.721 3.893 -0.4662
C 2.889 -2.736 2.621 -0.7271
C 2.595 -1.541 1.979 0.0014
C 3.994 1.747 1.192 0.3289
C 4.878 0.886 0.550 -0.2930
C 6.066 1.378 0.036 -0.6918
C 6.375 2.728 0.145 -0.4677
C 5.493 3.585 0.785 -0.5274
C 4.307 3.095 1.314 -0.4084
H -0.051 -0.466 1.473 0.2253
H 3.617 0.632 4.364 0.4509
H 4.151 -1.497 5.507 0.3793
H 3.671 -3.652 4.396 0.4089
H 2.696 -3.678 2.124 0.4362
H 2.184 -1.541 0.976 0.7212
H 4.631 -0.163 0.448 0.4073
H 6.751 0.705 -0.465 0.3941
H 7.301 3.107 -0.266 0.3920
H 5.735 4.634 0.891 0.3903
H 3.629 3.756 1.841 0.4611
Se 1.592 0.835 -1.827 -0.3757
```

## Properties
- Kohn-Sham gap (eV) = 6.42
- DFT total energy (hartree) = -4660.0892
- largest force on an atom (hartree/bohr) = 0.0393
- total charge = +1
- 2S+1 = 1
- energy above the lowest of the compared OMol25 structures with the same formula, charge and spin (eV) = 1.7131
- LUMO (eV) = -3.8



No. 6
Molecular formula: C16H24N3ORhS2
Method: DFT, ωB97M-V/def2-TZVPD

Structure (XYZ):
```
47
Properties=species:S:1:pos:R:3:mulliken_charge:R:1
Rh 0.584 -0.810 0.531 -0.4816
S -0.055 0.437 4.676 -0.1195
C -0.102 -1.263 4.646 -0.3624
C 0.069 -1.806 3.399 -0.5000
C 0.261 -0.780 2.454 0.6244
C 0.206 0.492 2.982 -0.0973
C 0.362 1.589 2.063 1.0372
C 0.332 2.957 2.323 -0.7075
C 0.499 3.850 1.285 -0.6464
C 0.702 3.380 -0.013 -0.6243
C 0.732 2.022 -0.221 -0.9224
N 0.570 1.159 0.792 0.9337
H -0.256 -1.799 5.570 0.4986
H 0.070 -2.867 3.206 0.4168
H 0.179 3.301 3.337 0.5280
H 0.477 4.914 1.478 0.4687
H 0.842 4.056 -0.844 0.5157
H 0.908 1.591 -1.199 0.5518
C 4.979 -0.146 0.709 -1.5036
C 3.584 0.369 0.475 0.1484
O 2.684 -0.747 0.120 -0.4655
H 5.634 0.686 0.970 0.3828
H 5.385 -0.618 -0.187 0.4099
H 5.007 -0.853 1.540 0.4304
H 3.541 1.057 -0.367 0.2566
H 3.170 0.848 1.361 0.1728
H 3.167 -1.562 0.309 0.2783
C -2.734 1.267 -0.939 -1.0528
N -2.264 0.163 -1.786 0.1805
C -2.031 0.521 -3.191 -1.2516
C -1.924 -1.020 -1.283 0.5060
S -1.629 -1.159 0.466 -0.2365
N -1.921 -2.115 -2.039 0.0938
C -2.834 -2.275 -3.184 -1.2302
C -1.257 -3.356 -1.623 -0.9900
H -3.282 1.954 -1.580 0.4516
H -1.900 1.797 -0.479 0.2916
H -3.401 0.898 -0.166 0.4208
H -1.542 1.495 -3.203 0.4548
H -2.964 0.598 -3.748 0.3818
H -1.378 -0.206 -3.663 0.4196
H -3.614 -1.521 -3.143 0.4054
H -3.299 -3.255 -3.090 0.4694
H -2.307 -2.224 -4.135 0.3705
H -0.266 -3.151 -1.224 0.2703
H -1.137 -3.976 -2.508 0.4554
H -1.847 -3.890 -0.879 0.3661
```

## Properties
- Kohn-Sham gap (eV) = 6.90
- DFT total energy (hartree) = -1769.9374
- largest force on an atom (hartree/bohr) = 0.0120
- total charge = +2
- 2S+1 = 1
- energy above the lowest of the compared OMol25 structures with the same formula, charge and spin (eV) = 0.1317
- LUMO (eV) = -7.5



> What is the LUMO in the fourth record?

0.8 eV